Record 1
This record from the Open Molecules 2025 dataset describes one molecule with the formula C4H4O2. The level of theory is ωB97M-V with the def2-TZVPD basis set.

E_HOMO	-9.5704	eV
multiplicity	1
E_tot	-305.10788	a.u.
orbital gap	10.37	eV
energy relative to the best compared isomer or geometry (same formula, charge and spin)	107.7	kcal/mol
max |F|	0.017	hartree/bohr
lowest unoccupied orbital energy	0.80	eV

Last column: natural (NBO) charge in e.
Element x y z (Å)
C 0.9538 1.5114 0.5534  -0.288
O 1.3599 0.1263 0.6038  -0.483
C 0.5632 -0.8818 0.5993  0.506
O -0.7571 -0.4166 0.4566  -0.545
C -1.2526 -1.2669 -0.4256  0.293
C -1.6009 -1.9815 -1.3217  -0.342
H 1.8858 2.0565 0.4169  0.207
H 0.2623 1.7013 -0.2680  0.207
H 0.4894 1.7643 1.5061  0.202
H -1.9037 -2.6130 -2.1207  0.243



Record 2
This record from the Open Molecules 2025 dataset describes a 3-piece molecular cluster, C4H4O2S overall at a distorted geometry. The level of theory is ωB97M-V with the def2-TZVPD basis set.

E_HOMO	-10.8418	eV
multiplicity	1
E_tot	-703.30687	a.u.
orbital gap	10.24	eV
energy relative to the best compared isomer or geometry (same formula, charge and spin)	116.1	kcal/mol
max |F|	0.021	hartree/bohr
lowest unoccupied orbital energy	-0.61	eV

Last column: natural (NBO) charge in e.
Element x y z (Å)
C 1.5611 -1.5999 0.6513  -0.235
C 1.4221 -2.3032 -0.3033  -0.228
C -1.3279 -0.1272 -0.8868  -0.206
C -0.9293 0.9231 -1.3006  -0.249
O 0.6103 2.4786 0.7962  -0.859
O -1.6667 2.1662 1.6064  -0.845
S -0.3922 1.5790 1.3034  1.669
H 1.7107 -0.9780 1.4839  0.229
H -1.6797 -1.0489 -0.5230  0.242
H 1.2762 -2.9259 -1.1345  0.231
H -0.5845 1.8362 -1.6930  0.251



Record 3
This record from the Open Molecules 2025 dataset describes C4H4O2Sc as an isolated structure at a distorted geometry. The level of theory is ωB97M-V with the def2-TZVPD basis set.

E_HOMO (spin up / spin down)	-21.8602 / -21.8489	eV
multiplicity	1
net charge	+3
E_tot	-1064.48486	a.u.
orbital gap (spin up / spin down)	4.06 / 4.04	eV
energy relative to the best compared isomer or geometry (same formula, charge and spin)	72.0	kcal/mol
max |F|	0.159	hartree/bohr
lowest unoccupied orbital energy (spin up / spin down)	-17.80 / -17.80	eV

Last column: natural (NBO) charge in e.
Element x y z (Å)
O -0.5604 -3.0948 0.7192  -0.127
C -0.9092 -1.9953 0.4771  0.792
C -0.3864 -1.0427 -0.2785  -0.455
C -0.5986 0.3879 -0.1226  0.085
C 0.2508 1.2369 0.7111  -0.036
H -1.5912 0.7662 -0.3703  0.318
H -0.1546 2.1604 1.1233  0.305
H 1.0797 0.7790 1.2523  0.260
H 0.5542 -1.6509 -0.6970  0.327
Sc 1.8804 1.1588 -2.0947  2.243
O 0.4352 1.2944 -0.7198  -0.712



Record 4
This record from the Open Molecules 2025 dataset describes one molecule with the formula C4H4O3. The level of theory is ωB97M-V with the def2-TZVPD basis set.

E_HOMO	-10.1760	eV
multiplicity	1
E_tot	-380.45625	a.u.
SMILES string	O=CC1(C=O)CO1
orbital gap	10.52	eV
energy relative to the best compared isomer or geometry (same formula, charge and spin)	57.0	kcal/mol
max |F|	0.011	hartree/bohr
lowest unoccupied orbital energy	0.35	eV

Last column: natural (NBO) charge in e.
Element x y z (Å)
O 2.0995 -0.9584 0.9607  -0.465
C 1.0129 -0.9782 0.4536  0.433
C 0.1787 0.1947 -0.0047  -0.030
C -0.9764 0.4467 0.8603  -0.081
O 0.0735 1.3922 0.7331  -0.430
C 0.0628 0.3634 -1.4877  0.423
O 0.5634 -0.4151 -2.2604  -0.489
H 0.4221 -1.9062 0.3148  0.115
H -1.9474 0.6775 0.4300  0.194
H -0.9875 -0.0771 1.8167  0.198
H -0.5016 1.2606 -1.8163  0.131



Record 5
This record from the Open Molecules 2025 dataset describes one molecule with the formula C4H4O3. The level of theory is ωB97M-V with the def2-TZVPD basis set.

E_HOMO	-10.0652	eV
multiplicity	1
E_tot	-380.46363	a.u.
SMILES string	O=CC(=O)[C@@H]1CO1
orbital gap	9.17	eV
energy relative to the best compared isomer or geometry (same formula, charge and spin)	52.3	kcal/mol
max |F|	0.013	hartree/bohr
lowest unoccupied orbital energy	-0.90	eV

Last column: natural (NBO) charge in e.
Element x y z (Å)
C -1.7876 -0.2261 -0.3571  -0.082
C -0.3476 -0.0382 -0.5683  -0.080
O -0.9860 -1.3110 -0.7413  -0.448
C 0.5413 -0.0405 0.6422  0.449
O 0.1935 -0.4323 1.7334  -0.468
C 1.9778 0.4477 0.4435  0.346
O 2.3571 0.9388 -0.5908  -0.469
H -2.1339 -0.2681 0.6715  0.202
H -2.4826 0.1444 -1.1102  0.191
H 0.0439 0.4643 -1.4558  0.222
H 2.6242 0.3211 1.3328  0.137



Record 6
This record from the Open Molecules 2025 dataset describes a 2-piece molecular cluster, C4H4O3 overall at a distorted geometry. The level of theory is ωB97M-V with the def2-TZVPD basis set.

E_HOMO	-9.1555	eV
multiplicity	1
E_tot	-380.51612	a.u.
SMILES string	CC=C=O.O=C=O
orbital gap	9.60	eV
energy relative to the best compared isomer or geometry (same formula, charge and spin)	19.4	kcal/mol
max |F|	0.079	hartree/bohr
lowest unoccupied orbital energy	0.45	eV

Last column: natural (NBO) charge in e.
Element x y z (Å)
C 1.1283 1.8592 -0.3427  0.700
C 2.9379 -0.6470 0.0003  1.029
C 0.5104 0.7783 -0.5879  -0.568
C -0.3619 -0.0650 0.3576  -0.601
O 1.6585 2.8700 -0.0465  -0.469
O 2.7463 -0.9838 -1.0872  -0.523
O 2.9229 -0.2623 1.0851  -0.505
H 0.8674 0.2373 -1.4931  0.274
H 0.1936 -0.8910 0.6055  0.210
H -1.4218 -0.2255 -0.0503  0.228
H -0.4529 0.3293 1.4177  0.224



Record 7
This record from the Open Molecules 2025 dataset describes one molecule with the formula C4H4O3 at a distorted geometry. The level of theory is ωB97M-V with the def2-TZVPD basis set.

E_HOMO	-10.4867	eV
multiplicity	1
E_tot	-380.45890	a.u.
SMILES string	O=C1OC[C@@]12CO2
orbital gap	11.31	eV
energy relative to the best compared isomer or geometry (same formula, charge and spin)	55.3	kcal/mol
max |F|	0.028	hartree/bohr
lowest unoccupied orbital energy	0.82	eV

Last column: natural (NBO) charge in e.
Element x y z (Å)
O -0.1281 -0.0119 -2.6493  -0.518
C 0.1917 -0.1475 -1.5097  0.766
O 1.4896 -0.1858 -1.0515  -0.484
C 1.1390 -0.5471 0.2983  -0.099
C -0.2930 -0.1906 0.0469  0.090
C -1.1703 0.7710 0.7267  -0.094
O -1.3024 -0.6409 0.9013  -0.443
H 1.6431 0.0193 1.0772  0.197
H 1.2752 -1.6254 0.4433  0.196
H -1.9962 1.1734 0.1449  0.197
H -0.8487 1.3857 1.5719  0.193



Record 8
This record from the Open Molecules 2025 dataset describes one molecule with the formula C4H4O3 at a distorted geometry. The level of theory is ωB97M-V with the def2-TZVPD basis set.

E_HOMO	-10.8915	eV
multiplicity	1
E_tot	-380.54703	a.u.
SMILES string	O=C1CCC(=O)O1
orbital gap	11.37	eV
energy relative to the best compared isomer or geometry (same formula, charge and spin)	0.0	kcal/mol
max |F|	0.093	hartree/bohr
lowest unoccupied orbital energy	0.48	eV

Last column: natural (NBO) charge in e.
Element x y z (Å)
C -1.1966 -0.7856 -0.0866  0.798
C -0.7840 0.6344 0.0835  -0.527
C 0.7628 0.6655 -0.0877  -0.548
C 1.1474 -0.7421 -0.0039  0.789
H -1.2715 1.2415 -0.7308  0.254
H -1.1183 0.7824 1.0663  0.256
H 1.3007 1.1436 0.7409  0.262
H 1.2354 1.1163 -0.9165  0.264
O -2.3188 -1.2103 -0.0998  -0.513
O 2.2594 -1.2815 -0.0659  -0.525
O -0.0165 -1.5641 0.1005  -0.510



Record 9
This record from the Open Molecules 2025 dataset describes C4H4O3 as an isolated structure at a distorted geometry. The level of theory is ωB97M-V with the def2-TZVPD basis set.

E_HOMO	-9.5643	eV
multiplicity	1
E_tot	-380.36816	a.u.
orbital gap	10.21	eV
energy relative to the best compared isomer or geometry (same formula, charge and spin)	112.2	kcal/mol
max |F|	0.034	hartree/bohr
lowest unoccupied orbital energy	0.65	eV

Last column: natural (NBO) charge in e.
Element x y z (Å)
O -1.0799 2.2565 -2.0919  -0.503
C -0.5212 1.7173 -1.2635  0.488
O -1.9570 0.0464 -0.2772  -0.641
C -1.1519 -0.0073 0.6574  0.198
C 0.2482 -0.2945 0.5030  0.204
C 1.4597 -0.6811 -0.1848  -0.108
O 1.3891 -0.2318 1.2124  -0.436
H -0.6674 -1.2853 0.8801  0.213
H -1.3777 0.2511 1.7072  0.167
H 2.0283 -0.0223 -0.8429  0.217
H 1.6298 -1.7490 -0.2997  0.202



Record 10
This record from the Open Molecules 2025 dataset describes a 2-piece molecular cluster, C4H4O3 overall at a distorted geometry. The level of theory is ωB97M-V with the def2-TZVPD basis set.

E_HOMO	-10.1429	eV
multiplicity	1
E_tot	-380.43347	a.u.
orbital gap	10.78	eV
energy relative to the best compared isomer or geometry (same formula, charge and spin)	71.3	kcal/mol
max |F|	0.033	hartree/bohr
lowest unoccupied orbital energy	0.64	eV

Last column: natural (NBO) charge in e.
Element x y z (Å)
O -1.0936 2.2062 -2.2209  -0.493
C -0.4062 1.7746 -1.4278  0.488
O -2.0083 0.0927 -0.2585  -0.519
C -1.1802 0.1650 0.6175  0.418
C 0.1320 -0.5386 0.5796  -0.051
C 1.4117 -0.6996 -0.1088  -0.087
O 1.3296 -0.2101 1.2365  -0.472
H -0.3478 -1.4614 0.9427  0.195
H -1.4383 0.4373 1.6617  0.131
H 1.8844 -0.0225 -0.8202  0.206
H 1.7167 -1.7435 -0.2018  0.184



Record 11
This record from the Open Molecules 2025 dataset describes one molecule with the formula C4H4O3. The level of theory is ωB97M-V with the def2-TZVPD basis set.

E_HOMO	-10.1465	eV
multiplicity	1
E_tot	-380.46487	a.u.
SMILES string	O=CC1(C=O)CO1
orbital gap	10.30	eV
energy relative to the best compared isomer or geometry (same formula, charge and spin)	51.6	kcal/mol
max |F|	0.011	hartree/bohr
lowest unoccupied orbital energy	0.16	eV

Last column: natural (NBO) charge in e.
Element x y z (Å)
O 0.8353 -2.1702 0.4177  -0.483
C 0.8921 -1.1908 -0.2814  0.430
C 0.1435 0.0861 0.0406  -0.041
C -0.7475 0.1134 1.2117  -0.067
O 0.5219 0.7264 1.2547  -0.439
C -0.1236 0.9852 -1.1237  0.419
O -0.2200 0.5436 -2.2441  -0.498
H 1.5156 -1.1520 -1.1931  0.137
H -1.6009 0.7914 1.2228  0.192
H -0.8412 -0.8105 1.7799  0.218
H -0.2162 2.0654 -0.8934  0.131



Record 12
This record from the Open Molecules 2025 dataset describes C4H4O5 as an isolated structure at a distorted geometry. The level of theory is ωB97M-V with the def2-TZVPD basis set.

E_HOMO	-10.4451	eV
multiplicity	1
E_tot	-530.85754	a.u.
orbital gap	10.29	eV
energy relative to the best compared isomer or geometry (same formula, charge and spin)	106.1	kcal/mol
max |F|	0.210	hartree/bohr
lowest unoccupied orbital energy	-0.16	eV

Last column: natural (NBO) charge in e.
Element x y z (Å)
C 1.6170 -0.2395 -0.8782  0.724
C 0.6052 0.3253 -0.0279  -0.057
C -0.7962 -0.0231 -0.3685  0.001
C -1.9673 -0.1018 0.6701  0.728
H 2.4110 -1.0127 0.5386  0.461
H 0.8394 0.1598 1.1966  0.182
H -0.9629 -0.7917 -1.4920  0.254
H -1.2623 1.6726 0.9597  0.510
O 2.8342 -0.6383 -0.1820  -0.661
O 1.5630 -0.1531 -2.0659  -0.491
O -0.2681 1.2198 -0.4327  -0.447
O -2.0974 0.8239 1.4318  -0.595
O -2.5157 -1.2413 0.6503  -0.609



> E_tot of number 8 (C4H4O3)?

-380.54703 a.u.